Entry 1:
DFT (ωB97M-V/def2-TZVPD) results for 2 unconnected molecules or ions with the total composition C5H16N3O.

The geometry in XYZ format:
```
25
Properties=species:S:1:pos:R:3:lowdin_charge:R:1
C 0.730 -0.228 1.763 -0.11
C 1.705 0.465 0.813 -0.18
C 0.973 1.747 0.305 -0.17
C -0.477 1.423 -0.153 -0.23
N -0.787 0.392 -1.188 -0.04
C -2.087 -0.131 -0.937 -0.21
N -2.416 -0.761 0.170 0.11
N -0.146 -1.431 1.224 0.20
H 0.024 0.421 2.309 0.14
H 1.274 -0.637 2.597 0.11
H 2.436 0.178 -0.034 0.13
H 2.476 0.891 1.519 0.13
H 1.493 2.299 -0.593 0.16
H 1.032 2.357 1.106 0.07
H -1.153 1.199 0.662 0.07
H -0.917 2.459 -0.423 0.15
H -0.060 -0.402 -1.109 0.10
H -2.841 0.183 -1.767 0.15
H -3.301 -0.894 0.428 0.01
H -0.529 -1.205 0.385 0.01
H 0.522 -2.194 1.320 0.16
H -0.824 -1.785 1.930 0.17
H 2.619 -0.791 -2.168 -0.05
H 1.597 -1.357 -2.787 0.07
O 1.817 -0.971 -1.946 0.03
```

Summary:
- Orbital gap: 10.15 eV
- Net charge: +1
- Total energy: -439.24011 Ha
- E_LUMO: -0.108 Ha
- Energy relative to the best compared isomer or geometry (same formula, charge and spin): 495.0 kJ/mol
- Molar mass: 134.20 u

***

Entry 2:
DFT (ωB97M-V/def2-TZVPD) results for a molecular structure, C16H16Br3F5O15.

The geometry in XYZ format:
```
55
Properties=species:S:1:pos:R:3:mulliken_spin:R:1
C -2.936 0.386 3.940 0.00
C -2.733 1.670 3.242 0.00
O -2.764 2.554 4.257 0.00
C -2.282 1.936 5.303 0.00
O -1.987 2.540 6.326 0.00
O -2.309 0.609 5.120 0.00
F -3.779 2.022 2.532 0.00
H -2.574 -0.474 3.378 0.00
H -3.937 0.138 4.293 0.00
H -1.879 1.656 2.565 0.00
C -2.145 2.574 -4.725 0.00
C -1.480 2.991 -3.505 0.00
O -0.146 2.938 -3.773 0.00
C 0.022 2.412 -4.935 0.00
O 1.088 2.151 -5.500 0.00
O -1.141 2.250 -5.597 0.00
F -1.853 2.101 -2.636 0.00
H -2.648 3.389 -5.245 0.00
H -2.812 1.712 -4.712 0.00
H -1.775 3.971 -3.130 0.00
C 3.198 3.413 -3.357 0.00
C 2.371 4.033 -2.212 0.00
O 3.348 4.883 -1.670 0.00
C 4.591 4.503 -2.058 0.00
O 5.626 5.033 -1.599 0.00
O 4.532 3.342 -2.753 0.00
F 1.995 3.025 -1.352 0.03
H 3.167 4.239 -4.069 0.00
H 2.654 2.522 -3.670 0.00
H 1.497 4.629 -2.476 0.00
C -1.875 -4.803 0.790 0.00
C -2.618 -4.694 2.155 0.00
O -2.117 -3.378 2.642 0.00
C -1.260 -2.904 1.923 0.00
O -0.670 -1.813 2.140 0.00
O -1.063 -3.632 0.812 0.00
F -2.277 -5.617 3.094 0.00
H -2.639 -4.691 0.020 0.00
H -1.337 -5.743 0.667 0.00
H -3.703 -4.626 2.079 0.00
C 2.723 -3.286 2.138 0.00
C 3.068 -4.758 1.679 0.00
O 2.846 -4.655 0.253 0.00
C 2.273 -3.495 -0.146 0.00
O 2.131 -3.192 -1.299 0.00
O 1.994 -2.795 1.012 0.00
F 2.130 -5.531 2.192 0.00
H 3.678 -2.763 2.191 0.00
H 2.292 -3.331 3.138 0.00
H 4.002 -5.142 2.088 0.00
C -0.070 0.172 -0.161 -0.05
Br 0.478 1.822 0.768 0.31
Br 0.804 0.295 -1.989 0.68
Br -1.996 0.224 -0.306 0.02
H 0.297 -0.811 0.135 0.00
```

Summary:
- Orbital gap (alpha / beta): 8.11 / 3.53 eV
- Net charge: +1
- Total energy: -9968.83341 Ha
- Spin multiplicity: 2
- E_LUMO (alpha / beta): -0.180 / -0.348 Ha
- Energy relative to the best compared isomer or geometry (same formula, charge and spin): 0.0 kJ/mol
- Molar mass: 782.99 u

***

Entry 3:
DFT (ωB97M-V/def2-TZVPD) results for a molecular structure, C8H26F6N2O9S2.

The geometry in XYZ format:
```
53
Properties=species:S:1:pos:R:3:lowdin_charge:R:1
N 0.049 0.378 0.333 0.29
H -0.892 0.113 0.076 0.06
H 0.638 -0.338 -0.067 0.09
H 0.231 0.363 1.326 0.06
H 0.325 1.300 0.027 0.01
C -1.250 3.858 -2.364 -0.61
F -2.206 4.744 -2.488 0.18
F -1.628 2.649 -2.909 0.10
F -0.108 4.114 -2.980 0.15
S -0.884 3.606 -0.474 0.75
O -1.015 4.940 0.128 -0.28
O -1.824 2.615 0.052 -0.33
N 0.652 2.803 -0.460 -0.37
S 1.725 3.897 0.000 0.62
O 1.796 4.972 -0.999 -0.29
O 1.624 4.281 1.379 -0.28
C 3.336 2.790 -0.111 -0.51
F 3.141 1.525 0.371 0.09
F 3.634 2.656 -1.448 0.08
F 4.413 3.401 0.493 0.11
O 0.269 -0.171 2.924 -0.02
H -0.345 -0.394 3.624 0.06
H 1.091 -0.584 3.187 0.07
O 1.339 1.278 -2.611 -0.05
H 2.251 1.258 -2.322 0.01
H 0.901 1.856 -1.985 -0.05
O -2.327 0.057 -1.125 -0.05
H -3.084 0.221 -1.688 0.06
H -2.213 0.869 -0.633 -0.02
C -3.346 -1.072 2.666 -0.05
C -3.741 -2.276 1.810 -0.53
C -2.532 -2.654 0.924 -0.05
O -3.926 -3.402 2.530 -0.02
H -2.831 -1.340 3.588 0.07
H -4.271 -0.703 3.109 0.08
H -2.755 -0.285 2.198 0.07
H -4.556 -1.998 1.142 0.14
H -1.666 -3.016 1.479 0.08
H -2.070 -1.724 0.592 0.03
H -2.779 -3.402 0.171 0.09
H -4.609 -3.200 3.174 0.10
C 2.842 -2.652 0.248 -0.06
C 2.635 -2.391 -1.220 -0.45
C 2.228 -3.687 -1.918 -0.06
O 1.571 -1.411 -1.326 -0.08
H 1.961 -2.963 0.809 0.08
H 3.269 -1.813 0.796 0.07
H 3.471 -3.517 0.459 0.08
H 3.484 -2.057 -1.817 0.14
H 1.521 -4.366 -1.441 0.08
H 3.113 -4.313 -2.031 0.08
H 1.856 -3.483 -2.922 0.08
H 1.494 -1.333 -2.279 0.08
```

Summary:
- Orbital gap: 10.06 eV
- Total energy: -2502.56955 Ha
- E_LUMO: -0.005 Ha
- Energy relative to the best compared isomer or geometry (same formula, charge and spin): 79.3 kJ/mol
- Molar mass: 472.42 u

***

total energy of number 2 (C16H16Br3F5O15)?
-9968.83341 Ha

***

Among the records above, which one has the highest energy relative to the best compared isomer or geometry (same formula, charge and spin)?
C5H16N3O

***

Please write out number 2 again, unchanged.
DFT (ωB97M-V/def2-TZVPD) results for a molecular structure, C16H16Br3F5O15.

The geometry in XYZ format:
```
55
Properties=species:S:1:pos:R:3:mulliken_spin:R:1
C -2.936 0.386 3.940 0.00
C -2.733 1.670 3.242 0.00
O -2.764 2.554 4.257 0.00
C -2.282 1.936 5.303 0.00
O -1.987 2.540 6.326 0.00
O -2.309 0.609 5.120 0.00
F -3.779 2.022 2.532 0.00
H -2.574 -0.474 3.378 0.00
H -3.937 0.138 4.293 0.00
H -1.879 1.656 2.565 0.00
C -2.145 2.574 -4.725 0.00
C -1.480 2.991 -3.505 0.00
O -0.146 2.938 -3.773 0.00
C 0.022 2.412 -4.935 0.00
O 1.088 2.151 -5.500 0.00
O -1.141 2.250 -5.597 0.00
F -1.853 2.101 -2.636 0.00
H -2.648 3.389 -5.245 0.00
H -2.812 1.712 -4.712 0.00
H -1.775 3.971 -3.130 0.00
C 3.198 3.413 -3.357 0.00
C 2.371 4.033 -2.212 0.00
O 3.348 4.883 -1.670 0.00
C 4.591 4.503 -2.058 0.00
O 5.626 5.033 -1.599 0.00
O 4.532 3.342 -2.753 0.00
F 1.995 3.025 -1.352 0.03
H 3.167 4.239 -4.069 0.00
H 2.654 2.522 -3.670 0.00
H 1.497 4.629 -2.476 0.00
C -1.875 -4.803 0.790 0.00
C -2.618 -4.694 2.155 0.00
O -2.117 -3.378 2.642 0.00
C -1.260 -2.904 1.923 0.00
O -0.670 -1.813 2.140 0.00
O -1.063 -3.632 0.812 0.00
F -2.277 -5.617 3.094 0.00
H -2.639 -4.691 0.020 0.00
H -1.337 -5.743 0.667 0.00
H -3.703 -4.626 2.079 0.00
C 2.723 -3.286 2.138 0.00
C 3.068 -4.758 1.679 0.00
O 2.846 -4.655 0.253 0.00
C 2.273 -3.495 -0.146 0.00
O 2.131 -3.192 -1.299 0.00
O 1.994 -2.795 1.012 0.00
F 2.130 -5.531 2.192 0.00
H 3.678 -2.763 2.191 0.00
H 2.292 -3.331 3.138 0.00
H 4.002 -5.142 2.088 0.00
C -0.070 0.172 -0.161 -0.05
Br 0.478 1.822 0.768 0.31
Br 0.804 0.295 -1.989 0.68
Br -1.996 0.224 -0.306 0.02
H 0.297 -0.811 0.135 0.00
```

Summary:
- Orbital gap (alpha / beta): 8.11 / 3.53 eV
- Net charge: +1
- Total energy: -9968.83341 Ha
- Spin multiplicity: 2
- E_LUMO (alpha / beta): -0.180 / -0.348 Ha
- Energy relative to the best compared isomer or geometry (same formula, charge and spin): 0.0 kJ/mol
- Molar mass: 782.99 u

***

Which value of molar mass does entry 1 give?
134.20 u